A structure of composition C35H42Cl5N2O4PSi2SnTe in a non-equilibrium geometry. Source: OMol25; level of theory: ωB97M-V/def2-TZVPD.

Output
LUMO level: 0.24 eV
ΔE to the lowest compared entry with this formula, charge and spin: 43.7 kcal per mole
Molar mass: 1065.45 g mol⁻¹

The geometry in ORCA input format:
```
! RIJCOSX wB97M-V def2-TZVPD def2/J DEFGRID3
* xyz 0 1
Sn 0.17 0.00 -0.20
O 1.19 -3.25 1.60
C 1.82 -2.69 0.71
O 1.30 -2.07 -0.27
C 3.32 -2.70 0.74
C 4.01 -3.90 0.69
C 5.40 -3.90 0.63
C 6.08 -2.70 0.62
C 5.40 -1.50 0.70
C 4.01 -1.49 0.76
P 3.06 0.07 0.88
C 3.89 1.02 -0.43
C 4.13 0.40 -1.65
C 4.60 1.13 -2.72
C 4.82 2.50 -2.59
C 4.57 3.12 -1.38
C 4.10 2.39 -0.30
C 3.71 0.76 2.45
C 4.94 1.40 2.61
C 5.28 1.93 3.84
C 4.42 1.83 4.92
C 3.20 1.17 4.77
C 2.85 0.65 3.54
H 3.46 -4.83 0.69
H 5.93 -4.84 0.57
H 7.16 -2.70 0.54
H 5.94 -0.57 0.69
H 3.96 -0.66 -1.75
H 4.79 0.65 -3.67
H 5.18 3.07 -3.43
H 4.72 4.19 -1.27
H 3.88 2.89 0.63
H 5.61 1.49 1.77
H 6.22 2.44 3.95
H 4.69 2.25 5.87
H 2.53 1.09 5.61
H 1.90 0.15 3.40
Cl -1.56 7.68 -0.12
C -1.52 5.97 -0.28
C -0.39 5.26 0.13
Cl 0.94 6.09 0.82
C -0.34 3.88 -0.01
Cl 0.99 2.97 0.56
C -1.40 3.16 -0.59
O -1.33 1.89 -0.77
C -2.55 3.90 -0.94
Cl -3.90 3.00 -1.50
C -2.61 5.27 -0.80
Cl -4.03 6.13 -1.23
C -1.68 0.47 4.45
N -1.63 -0.86 3.89
C -1.06 -1.11 2.69
N -1.23 -2.33 2.16
O -0.42 -0.20 2.12
H -1.93 0.40 5.50
H -2.42 1.08 3.93
H -0.70 0.93 4.32
H -2.25 -1.55 4.28
H -1.69 -3.01 2.75
H -0.36 -2.72 1.71
C -5.01 -1.76 1.92
Si -5.57 -1.85 0.09
C -6.39 -0.20 -0.41
C -6.80 -3.28 -0.18
C -4.01 -2.09 -0.97
Te -2.81 -0.26 -0.84
C -2.83 0.10 -2.97
Si -1.67 -0.91 -4.09
C -2.16 -2.75 -4.17
C -1.78 -0.11 -5.83
C 0.14 -0.80 -3.50
H -5.81 -1.41 2.57
H -4.18 -1.07 2.01
H -4.69 -2.73 2.28
H -7.37 -0.07 0.04
H -6.52 -0.15 -1.48
H -5.77 0.64 -0.11
H -7.71 -3.12 0.40
H -6.38 -4.24 0.12
H -7.10 -3.36 -1.22
H -4.26 -2.26 -2.01
H -3.42 -2.94 -0.63
H -2.57 1.15 -3.07
H -3.87 -0.01 -3.28
H -3.20 -2.89 -4.46
H -2.02 -3.23 -3.21
H -1.55 -3.28 -4.90
H -2.80 -0.13 -6.21
H -1.16 -0.63 -6.55
H -1.46 0.92 -5.80
H 0.31 -1.43 -2.63
H 0.40 0.23 -3.24
H 0.83 -1.12 -4.28
*
```